17
Properties=species:S:1:pos:R:3:mulliken_charge:R:1 method="wB97M-V/def2-TZVPD" orbital_gap_ev=10.32 smiles=CC[C@H]1CN1C energy_ha=-251.81621 de_lowest_ev=1.261 homo_ev=-9.11 total_charge=0
C 0.27212 2.32841 -0.81806 -1.24
C -0.51414 1.02113 -0.83703 -0.33
C -0.04823 0.04795 0.23150 -0.02
C -0.94821 -0.69038 1.15997 -0.49
N -0.35017 -1.35048 0.01745 -0.32
C 0.72887 -2.27897 0.28476 -0.85
H 0.12301 2.86941 0.12223 0.32
H 1.34586 2.13260 -0.92142 0.32
H -0.02883 2.98890 -1.63756 0.36
H -1.58489 1.22211 -0.72408 0.31
H -0.39628 0.52737 -1.80747 0.21
H 0.94552 0.25663 0.64397 0.32
H -2.02623 -0.54505 1.11043 0.25
H -0.56317 -0.93728 2.15191 0.27
H 1.39573 -2.30343 -0.58372 0.28
H 0.32096 -3.28303 0.43516 0.29
H 1.32809 -2.00589 1.17194 0.32

=====

17
Properties=species:S:1:pos:R:3:mulliken_charge:R:1 method="wB97M-V/def2-TZVPD" orbital_gap_ev=9.77 smiles=CN1CC1(C)C energy_ha=-251.80901 de_lowest_ev=1.456 homo_ev=-8.73 total_charge=0
C 1.79690 -0.12832 -0.71279 -0.82
N 0.88200 0.64747 0.09116 -0.28
C 0.38140 0.47734 1.43557 -0.56
C -0.46668 0.15947 0.24686 1.06
C -1.43150 1.11711 -0.41140 -1.38
C -0.74596 -1.32194 0.04983 -1.46
H 2.13676 -1.08857 -0.30231 0.27
H 1.26061 -0.32924 -1.64875 0.29
H 2.66747 0.47863 -0.97604 0.30
H 0.23526 1.39850 2.00021 0.24
H 0.66988 -0.37796 2.05399 0.28
H -2.47029 1.05409 -0.07604 0.34
H -1.40142 0.90668 -1.49009 0.26
H -1.05040 2.13240 -0.27681 0.39
H -1.69612 -1.59810 0.52057 0.39
H -0.80476 -1.59112 -1.01170 0.31
H 0.03686 -1.93642 0.50775 0.37

=====

17
Properties=species:S:1:pos:R:3:mulliken_charge:R:1 method="wB97M-V/def2-TZVPD" orbital_gap_ev=8.45 smiles="CC(C)=C(C)N" energy_ha=-251.84280 de_lowest_ev=0.537 homo_ev=-7.37 total_charge=0
C 0.01568 0.14364 1.91903 -1.40
C 0.13748 -0.40873 0.52615 0.51
C 0.68929 -1.82743 0.41776 -1.28
C -0.14133 0.39193 -0.54180 0.87
C 0.06679 0.01202 -1.96198 -1.45
N -0.83666 1.59461 -0.41518 -0.56
H -0.67824 0.98002 1.98702 0.38
H 1.00259 0.49265 2.25535 0.26
H -0.24955 -0.63982 2.63013 0.34
H -0.03043 -2.53560 0.83101 0.28
H 1.60598 -1.78500 1.01292 0.29
H 0.96069 -2.08751 -0.58781 0.36
H -0.73562 0.45956 -2.58529 0.36
H 0.95916 0.40565 -2.45227 0.28
H 0.07920 -1.04713 -2.17652 0.36
H -0.83947 2.16683 0.41795 0.17
H -0.74710 2.16166 -1.24094 0.21

=====

17
Properties=species:S:1:pos:R:3:mulliken_charge:R:1 method="wB97M-V/def2-TZVPD" orbital_gap_ev=10.03 energy_ha=-251.82150 de_lowest_ev=1.117 homo_ev=-9.06 total_charge=0
C -2.30902 -0.48649 -0.26883 -0.96
C -1.45947 -0.01592 0.88009 0.05
N -0.17844 -0.10380 1.10084 -0.51
C 0.63945 0.13144 -0.06019 1.00
C 1.36519 1.46835 0.04877 -1.48
C 1.60009 -1.02652 -0.27167 -1.38
H -1.80080 -0.46717 -1.23016 0.34
H -3.18377 0.16652 -0.33971 0.30
H -2.66987 -1.49779 -0.06039 0.25
H -2.06114 0.10355 1.80037 0.36
H -0.13978 0.28887 -0.90219 -0.01
H 0.65450 2.28567 0.20154 0.34
H 1.93778 1.68180 -0.85878 0.35
H 2.06181 1.45491 0.89484 0.35
H 2.25535 -0.85866 -1.13141 0.35
H 1.05657 -1.96528 -0.41733 0.32
H 2.23153 -1.15950 0.61421 0.34

=====

17
Properties=species:S:1:pos:R:3:mulliken_charge:R:1 method="wB97M-V/def2-TZVPD" orbital_gap_ev=9.66 smiles=CCN1C[C@H]1C energy_ha=-251.79908 de_lowest_ev=1.727 homo_ev=-8.52 total_charge=0
C -1.77543 0.76352 -1.00708 -0.97
C -1.35221 0.29174 0.40584 -0.39
N -0.37344 -0.77255 0.66108 -0.19
C 0.45101 -1.52889 -0.23440 -0.53
C 1.06090 -0.64936 0.81579 0.11
C 1.94495 0.53431 0.39461 -1.23
H -2.43026 1.64450 -0.89436 0.35
H -0.95102 1.04245 -1.67009 0.28
H -2.40288 0.01444 -1.50306 0.28
H -0.97937 1.13406 0.99001 0.31
H -2.28027 -0.07558 0.86083 0.24
H 0.34672 -2.61462 -0.13685 0.23
H 0.67178 -1.16466 -1.23916 0.23
H 1.41188 -1.15269 1.72133 0.34
H 2.99384 0.21220 0.42231 0.36
H 1.86696 1.41848 1.04467 0.29
H 1.79683 0.90266 -0.63145 0.30

=====

17
Properties=species:S:1:pos:R:3:mulliken_charge:R:1 method="wB97M-V/def2-TZVPD" orbital_gap_ev="7.52 / 7.55" energy_ha=-251.75750 de_lowest_ev=2.858 homo_ev="-6.64 / -6.63" total_charge=0
C 0.42134 1.17293 2.06542 -1.03
C -0.29058 1.05865 0.71854 -0.51
C -0.75411 -0.32787 0.40603 -0.43
C -1.38269 -1.58428 -1.41109 -0.65
N -0.40411 -1.00746 -0.69863 0.05
C 1.00184 -1.14300 -1.10454 -0.98
H -0.16770 0.69083 2.85329 0.29
H 1.39100 0.66646 2.03016 0.26
H 0.58414 2.21816 2.34632 0.34
H -1.17769 1.71177 0.72048 0.28
H 0.33692 1.43926 -0.09597 0.33
H -1.63889 -0.71043 0.90193 0.50
H -2.34999 -1.10531 -1.37345 0.35
H -1.25703 -2.56823 -1.84109 0.23
H 1.63356 -0.65402 -0.35866 0.28
H 1.16965 -0.71875 -2.09764 0.34
H 1.25428 -2.20924 -1.12916 0.34

=====

17
Properties=species:S:1:pos:R:3:mulliken_charge:R:1 method="wB97M-V/def2-TZVPD" orbital_gap_ev=8.13 energy_ha=-251.68737 de_lowest_ev=4.766 homo_ev=-7.07 total_charge=0
C 2.32672 -0.66026 0.04735 -1.13
C 1.13842 -0.15104 -0.71726 -0.42
C -0.00026 0.19724 0.15812 -0.04
C -0.50253 1.38463 0.87983 -0.49
N -1.21586 0.61963 -0.11779 0.02
C -2.39547 0.37518 -0.55408 -0.45
H 2.62810 0.08055 0.77527 0.31
H 2.06555 -1.56041 0.58209 0.30
H 3.16707 -0.88855 -0.60808 0.35
H 1.43569 0.71710 -1.29976 0.36
H 0.83513 -0.91355 -1.42596 0.21
H -0.98612 -1.61509 0.73317 -0.27
H -0.27469 2.40883 0.58004 0.27
H -0.84031 1.26780 1.90757 0.22
H -1.66997 -1.96541 0.64189 0.18
H -2.52680 -0.30823 -1.37724 0.29
H -3.18468 1.01159 -0.20515 0.27

=====

17
Properties=species:S:1:pos:R:3:mulliken_charge:R:1 method="wB97M-V/def2-TZVPD" orbital_gap_ev=6.41 energy_ha=-251.62666 de_lowest_ev=6.418 homo_ev=-6.66 total_charge=0
C -0.19622 -1.44259 1.12612 -1.10
C -0.64793 -1.09728 -0.26592 -0.54
C -0.22484 0.36363 -0.64781 0.42
C 1.26071 0.72966 -0.87721 -0.41
N 1.98266 0.30827 0.38558 -0.80
C -1.23477 1.30298 -0.22162 -0.87
H -0.35774 -2.49818 1.25620 0.37
H 0.83437 -1.07601 1.07287 0.47
H -0.94049 -0.88577 1.71478 0.26
H -0.12211 -1.92952 -0.88611 0.30
H -1.77494 -1.08915 -0.54257 0.35
H 1.64998 0.18524 -1.82888 0.25
H 1.33718 1.81221 -1.18137 0.33
H 2.32276 1.13946 0.81357 0.10
H -2.20228 0.96617 -0.05559 0.32
H -1.28135 2.37957 -0.46437 0.29
H -0.40502 0.83131 0.60234 0.28

=====

17
Properties=species:S:1:pos:R:3:mulliken_charge:R:1 method="wB97M-V/def2-TZVPD" orbital_gap_ev="7.29 / 4.03" energy_ha=-251.43227 spin_multiplicity=2 de_lowest_ev=4.212 homo_ev="-12.30 / -12.30" total_charge=+1
C -0.52925 3.00220 0.06724 -1.00
C 0.91404 2.49631 -0.29400 0.00
C 1.62520 1.41335 0.09417 -0.63
H -0.61854 4.05108 0.18760 0.33
H -0.97975 2.48046 0.84335 0.31
H -1.04739 2.82472 -0.94427 0.25
H 1.47141 3.05015 -1.02040 0.32
H 2.70537 1.27846 -0.24430 0.23
H 1.14829 0.49486 0.45325 0.20
C -0.22178 -1.67205 -0.55661 -0.65
C -0.34388 -2.55897 0.52197 0.21
N -1.33722 -3.60662 0.69942 -0.40
H -1.07858 -1.27643 -1.05079 0.32
H 0.66001 -1.08488 -0.71557 0.40
H 0.50524 -2.67920 1.19427 0.35
H -2.12323 -3.63400 -0.12373 0.36
H -0.74992 -4.57945 0.88840 0.39

=====

18
Properties=species:S:1:pos:R:3:mulliken_charge:R:1 method="wB97M-V/def2-TZVPD" orbital_gap_ev="8.41 / 8.95" energy_ha=-306.20372 de_lowest_ev=4.891 homo_ev="-13.40 / -13.64" total_charge=+1
C -1.73409 0.10512 0.07648 0.23
C 1.22109 -0.95389 0.19132 0.22
C -3.30771 0.17960 -0.24096 -0.98
C 1.59680 1.53434 -0.28618 -0.91
C 1.93525 0.20730 0.49545 -0.22
N -1.07077 -0.87406 -0.12089 -0.39
N 1.53163 -2.12843 -0.10814 -0.28
H -1.45360 1.15545 0.46325 0.29
H -3.66943 0.71725 0.60906 0.33
H -3.61936 0.53474 -1.22239 0.30
H -3.74109 -0.81046 -0.10677 0.30
H 1.60930 2.37404 0.34286 0.33
H 2.20238 1.69482 -1.22269 0.32
H 0.60010 1.35266 -0.55303 0.20
H 1.60699 0.30291 1.55123 0.24
H 3.00691 -0.05715 0.34585 0.37
H 2.54975 -2.41530 -0.14065 0.29
H 0.73586 -2.91894 -0.07378 0.35

=====

18
Properties=species:S:1:pos:R:3:mulliken_charge:R:1 method="wB97M-V/def2-TZVPD" orbital_gap_ev=9.52 energy_ha=-306.26761 de_lowest_ev=3.153 homo_ev=-13.85 total_charge=+1
C 2.27699 0.78429 0.19798 -0.69
C 1.41735 0.55415 -0.75826 -0.03
C -0.55533 -0.42154 0.73787 0.67
C -1.37394 0.11184 -1.67754 -1.35
C -0.77117 0.47211 -0.37693 -0.32
N -0.29909 0.10792 1.97379 -0.48
N -0.58869 -1.75211 0.62575 -0.43
H 3.26391 0.90553 0.07389 0.34
H 2.13551 0.81756 1.18238 0.31
H 1.34467 0.42865 -1.81159 0.40
H -0.93387 -0.80663 -1.93876 0.43
H -0.99444 0.79033 -2.39155 0.39
H -2.48183 -0.03262 -1.71707 0.31
H -0.85993 1.42701 -0.04219 0.43
H -0.25656 1.11265 2.16957 0.27
H -0.82685 -0.37497 2.69364 0.24
H -0.44479 -2.01302 -0.32120 0.25
H -0.05194 -2.11114 1.38024 0.28

=====

18
Properties=species:S:1:pos:R:3:mulliken_charge:R:1 method="wB97M-V/def2-TZVPD" orbital_gap_ev=9.32 energy_ha=-306.27031 de_lowest_ev=3.079 homo_ev=-13.46 total_charge=+1
C 0.98961 1.61749 0.20288 -0.95
C 0.09056 0.91800 0.93898 0.42
N 0.17313 1.06552 2.40459 -0.15
C -1.10178 0.27652 0.39321 -0.13
N -1.29944 -0.79048 -0.30660 -0.41
C -0.29931 -1.63959 -0.79173 -0.35
C -0.12034 -1.33237 -2.35480 -1.03
H 1.07492 1.65954 -0.81473 0.32
H 1.88762 2.15052 0.56924 0.24
H 1.15292 1.16296 2.42271 0.36
H -0.06205 0.34631 2.99491 0.31
H -0.25930 1.96259 2.58383 0.38
H -2.10111 0.65741 0.68848 0.37
H -0.61611 -2.70597 -0.76276 0.34
H 0.67823 -1.51101 -0.27154 0.29
H 0.10291 -0.30134 -2.52347 0.31
H -1.00502 -1.61764 -2.81189 0.35
H 0.71458 -1.91848 -2.56130 0.34